Entry 1:
The following is a DFT calculation (ωB97M-V with the def2-TZVPD basis set) of 2 unconnected molecules or ions with the total composition C22H46N4O2 in a non-equilibrium geometry.

Frontier orbital gap   3.023 eV
Lowest unoccupied orbital energy   -0.78 eV

```
74
Properties=species:S:1:pos:R:3:mulliken_charge:R:1
C -5.49126 -1.66899 6.06091 -0.6181
O -5.81990 -0.35137 5.68359 -0.3773
C -6.20613 -0.14640 4.33210 -0.4913
C -5.36861 0.92618 3.63448 -0.9722
C -4.15522 0.42532 2.83854 -0.5284
C -3.33495 -0.64577 3.56661 -0.3146
C -1.87470 -0.74734 3.09914 -1.0379
C -1.66464 -0.57028 1.59483 -0.8523
C -0.24528 -0.96902 1.14992 -0.1194
C -0.15496 -2.33475 0.44299 -0.8250
C 0.60714 -2.23044 -0.88522 -0.7392
N -0.03032 -2.95389 -1.99228 0.1722
C -0.49981 -4.34185 -1.84015 -0.5879
C -1.01566 -4.62734 -3.25144 -0.5461
N -0.12746 -3.76208 -4.09762 -0.4569
C 0.53998 -2.95219 -3.18226 0.4280
N 1.65225 -2.31203 -3.44385 -0.2345
H -6.01412 -2.41251 5.44936 0.2992
H -5.78979 -1.80987 7.10074 0.2757
H -4.41460 -1.85801 5.98649 0.2181
H -7.25077 0.18555 4.33998 0.3518
H -6.18236 -1.08838 3.77035 0.3254
H -5.06571 1.67826 4.36682 0.3630
H -6.04222 1.42917 2.93315 0.4241
H -3.51481 1.28372 2.61911 0.3146
H -4.52103 0.04818 1.87844 0.2762
H -3.34157 -0.38850 4.62836 0.3084
H -3.81765 -1.62152 3.45606 0.3385
H -1.50301 -1.74300 3.37221 0.3546
H -1.26043 -0.03013 3.65026 0.3031
H -1.80178 0.47989 1.33467 0.3985
H -2.41308 -1.15640 1.04821 0.2354
H 0.19641 -0.18360 0.52478 -0.0096
H 0.37609 -1.00455 2.04892 0.5016
H -1.17221 -2.69870 0.26845 0.3995
H 0.33398 -3.08123 1.07236 0.2966
H 0.60772 -1.18277 -1.20336 0.5383
H 1.64355 -2.56009 -0.74191 0.3453
H -1.18021 -4.51543 -1.01490 0.3992
H 0.38615 -4.97302 -1.70107 0.2894
H -2.04793 -4.30640 -3.38144 0.3344
H -0.88369 -5.67586 -3.49791 0.3400
H -0.69503 -3.18785 -4.71432 0.3227
H 2.27927 -2.01233 -2.70667 0.2214
H 1.87673 -2.03773 -4.38936 0.2714
C 2.34952 4.61510 -2.53093 -1.7459
C 2.37081 3.07752 -2.50269 1.5508
C 3.54550 2.58333 -3.36198 -1.2155
C 4.92785 2.79028 -2.73447 -0.6305
C 4.88917 2.75879 -1.19825 -1.5896
C 3.67937 2.02616 -0.61622 1.9311
N 2.46374 2.65246 -1.09174 0.2621
O 1.30618 2.03453 -0.57779 -0.7939
C 3.71670 2.19015 0.90399 -1.8523
C 3.75073 0.51968 -0.93068 -1.0861
C 1.08593 2.57018 -3.15172 -1.5529
H 1.50543 4.97105 -1.93920 0.3865
H 2.25118 5.00312 -3.55285 0.3457
H 3.26278 5.02285 -2.09456 0.3458
H 3.39911 1.51717 -3.56060 0.1495
H 3.49989 3.07209 -4.34161 0.5823
H 5.59815 2.00838 -3.10427 0.3430
H 5.36200 3.73509 -3.06944 0.3717
H 5.80877 2.30300 -0.81735 0.5081
H 4.87066 3.77786 -0.80339 0.3416
H 3.58311 3.24118 1.16055 0.4678
H 4.67733 1.84486 1.30546 0.3863
H 2.91202 1.62020 1.36564 0.2085
H 4.66020 0.06121 -0.52411 0.3915
H 3.73354 0.32233 -2.00594 0.2535
H 2.88199 0.03398 -0.47711 -0.1378
H 1.04102 2.93293 -4.18655 0.3858
H 0.21113 2.92183 -2.61185 0.3610
H 1.05782 1.47804 -3.15838 0.0957
```



Entry 2:
The following is a DFT calculation (ωB97M-V with the def2-TZVPD basis set) of a molecular structure, C22H46N7ReSSi3.

Frontier orbital gap (alpha / beta)   6.907 / 7.783 eV
Lowest unoccupied orbital energy (alpha / beta)   -9.80 / -9.57 eV
Energy relative to the best compared isomer or geometry (same formula, charge and spin)   0.00 kcal per mole
2S+1   2
Net charge   +3

```
80
Properties=species:S:1:pos:R:3:mulliken_charge:R:1
Re 0.36655 0.71461 -0.42351 -0.0845
C -0.70212 1.51818 3.61083 -1.6427
Si 1.00565 1.06642 2.94582 0.5870
C 1.88960 2.70747 2.70392 -1.2542
C 1.97737 0.18151 4.26999 -1.3140
C 0.91691 -0.10864 1.34474 1.3395
Si -0.24996 -1.63196 1.77482 0.6976
C -2.05637 -1.12439 1.99510 -1.4762
C 0.11335 -2.48076 3.38920 -1.4104
C -0.11620 -2.86221 0.36073 -1.0050
Si 2.74401 -0.74716 1.07974 -1.0896
C 4.06732 0.55667 1.20817 -1.0223
C 3.22275 -2.24803 2.06533 -1.1769
C 2.64175 -1.27977 -0.72171 0.6130
C 3.48539 -2.21687 -1.29956 -0.7076
C 3.25845 -2.66691 -2.58969 -0.5673
C 2.14855 -2.18723 -3.26584 -1.0954
C 1.34352 -1.25427 -2.64979 0.1057
N 1.59238 -0.77766 -1.41512 0.5583
H -0.58338 1.60095 4.69540 0.4360
H -1.51726 0.81684 3.45669 0.5508
H -1.02563 2.51760 3.29755 0.5220
H 1.20235 3.52982 2.49933 0.4123
H 2.69159 2.71813 1.96893 0.3197
H 2.35070 2.94276 3.66709 0.5741
H 1.91430 0.81952 5.15675 0.4652
H 3.03763 0.09806 4.02925 0.3139
H 1.61010 -0.80254 4.54862 0.3846
H -2.27201 -1.01212 3.05684 0.5546
H -2.66065 -1.97886 1.66912 0.5299
H -2.44738 -0.24574 1.48147 0.4142
H -0.13656 -1.84838 4.24185 0.4261
H 1.11868 -2.87005 3.51820 0.4246
H -0.57439 -3.33283 3.42107 0.4597
H -0.46901 -2.50714 -0.61300 0.2791
H -0.71639 -3.73972 0.61609 0.6900
H 0.90549 -3.20857 0.19827 0.2702
H 4.21595 0.95645 2.20994 0.3782
H 3.92575 1.38862 0.51761 0.3338
H 5.00212 0.06384 0.92341 0.4629
H 3.23432 -2.05672 3.13732 0.4706
H 4.24599 -2.51300 1.78288 0.5215
H 2.59570 -3.11774 1.87417 0.4076
H 4.31632 -2.60616 -0.72554 0.4641
H 3.91520 -3.39399 -3.04877 0.4893
H 1.89968 -2.53158 -4.25965 0.5242
H 0.46092 -0.88989 -3.14976 0.2587
N -1.07047 2.10302 0.47739 -0.7176
N -0.70450 3.48513 0.46093 -0.2092
C 0.46579 3.84903 -0.03948 0.7619
N 0.84947 5.10040 -0.06161 -0.3852
S 1.54016 2.60030 -0.68942 -0.4738
H -1.95428 2.02653 -0.02739 0.4171
H -1.24754 1.83378 1.45219 -0.0513
H -1.33679 4.13122 0.91772 0.2860
H 0.28815 5.86510 0.29160 0.2415
H 1.76000 5.34053 -0.43192 0.2449
C -4.37815 -1.68588 -2.58845 -0.7970
C -3.88324 -1.56357 -1.16480 -0.5872
N -2.61937 -0.80266 -1.15002 0.3505
C -2.20852 0.02183 -2.12647 0.6119
N -0.96187 0.55963 -1.99295 0.4687
C -0.47384 1.43931 -3.10335 -0.9715
C -1.12074 1.09103 -4.42495 -0.5850
C -2.61611 1.16574 -4.25133 -0.6182
N -3.01996 0.29130 -3.14337 0.0207
C -4.36803 -0.31126 -3.22043 -0.5560
H -5.39084 -2.08518 -2.59707 0.4094
H -3.74533 -2.36805 -3.15899 0.3026
H -3.68280 -2.53871 -0.72585 0.4105
H -4.61613 -1.05564 -0.53624 0.3252
H -1.89524 -1.16645 -0.55308 -1.1398
H 0.60935 1.34808 -3.17187 0.4930
H -0.68829 2.48284 -2.85556 0.2980
H -0.83071 0.08914 -4.75063 0.2313
H -0.79165 1.79625 -5.18729 0.4429
H -3.13316 0.81940 -5.14342 0.4827
H -2.94509 2.19001 -4.05718 0.2390
H -4.63618 -0.36105 -4.27299 0.4147
H -5.08317 0.35230 -2.72802 0.2465
```